[1]
7 unconnected molecules or ions with the total composition C65H86BrN8O12S, computed with the ωB97M-V functional and the def2-TZVPD basis.

Values from the calculation:
gap between HOMO and LUMO: 0.281 hartree
strongest force on any atom: 2.25 eV/Å
electronic energy: -186147.0060 eV
E_LUMO: -3.4 eV
charge: +1
HOMO energy: -11.031 eV

Last column: Mulliken charge in e.
Positions of all 173 atoms, in Å:
C (-5.0562, 4.8574, -3.4822)  -1.317
C (-4.0502, 3.9997, -4.2769)  -0.313
C (-3.6345, 2.7828, -3.4287)  -0.634
C (-3.2865, 1.5205, -4.2696)  -0.543
C (-3.9966, 0.2946, -3.6678)  -0.808
C (-3.3726, -1.0570, -4.0960)  -0.860
C (-2.9203, -1.8977, -2.8862)  -0.235
C (-2.8361, -3.4028, -3.2400)  -1.175
C (-3.8676, -4.2924, -2.5160)  0.370
C (-5.2772, -3.7106, -2.4251)  -0.591
C (-6.1220, -4.5591, -1.4386)  -0.887
C (-6.0578, -3.9724, -0.0111)  0.072
C (-6.3673, -4.9980, 1.1003)  -1.479
C (-5.1372, -5.3778, 1.9401)  -0.725
C (-4.1045, -6.1323, 1.0566)  0.918
C (-3.3520, -7.1932, 1.8634)  -1.360
C (-2.1097, -7.7013, 1.1017)  -0.868
C (-0.9537, -8.1841, 2.0234)  -0.993
C (0.3747, -7.4481, 1.7004)  -0.908
C (0.6841, -6.3430, 2.7292)  -1.693
C (-0.1608, -5.0661, 2.4571)  0.362
C (-1.0655, -4.6896, 3.6419)  -1.880
C (-1.5338, -3.2384, 3.4104)  -1.435
N (-2.0641, -3.1780, 2.0188)  -0.508
C (-2.3802, -2.0698, 1.5857)  0.410
S (-2.4431, -0.6932, 0.8349)  -0.209
C (-0.3105, -2.3265, 3.6565)  1.402
C (-0.2039, -2.1021, 5.1962)  -1.359
C (0.0087, -0.6192, 5.5300)  0.035
C (1.2021, 0.0055, 4.8130)  -1.233
Br (0.3512, -0.4772, 7.4630)  -0.130
C (0.9917, -3.0193, 3.2107)  -1.987
N (0.7397, -3.9449, 2.0710)  0.497
H (-4.7406, 4.8494, -2.4400)  0.303
H (-5.1436, 5.8713, -3.8606)  0.395
H (-6.0246, 4.3621, -3.5339)  0.337
H (-3.1653, 4.5675, -4.5584)  0.255
H (-4.5359, 3.6315, -5.1797)  0.350
H (-2.8084, 3.0351, -2.7657)  0.195
H (-4.4968, 2.5112, -2.8163)  0.358
H (-2.2125, 1.3443, -4.1957)  0.394
H (-3.5883, 1.6570, -5.3041)  0.255
H (-3.9676, 0.3525, -2.5786)  0.399
H (-5.0478, 0.3422, -3.9568)  0.240
H (-4.0435, -1.6037, -4.7572)  0.441
H (-2.4722, -0.8517, -4.6771)  0.474
H (-3.5208, -1.7063, -2.0020)  0.103
H (-1.9091, -1.5601, -2.6466)  0.327
H (-2.8503, -3.5383, -4.3188)  0.486
H (-1.8483, -3.7461, -2.9147)  0.366
H (-3.5006, -4.6132, -1.5424)  -0.556
H (-3.9568, -5.2099, -3.1046)  0.400
H (-5.7841, -3.7227, -3.3889)  0.370
H (-5.2988, -2.6940, -2.0385)  0.207
H (-7.1648, -4.5440, -1.7567)  0.414
H (-5.8064, -5.6016, -1.4310)  0.397
H (-6.7950, -3.1725, 0.0461)  0.563
H (-5.0754, -3.5124, 0.1342)  -0.168
H (-7.0923, -4.5633, 1.7919)  0.408
H (-6.8218, -5.8924, 0.6761)  0.482
H (-4.6779, -4.4755, 2.3424)  0.088
H (-5.4225, -6.0637, 2.7373)  0.549
H (-3.4192, -5.3901, 0.6462)  -0.597
H (-4.6259, -6.6335, 0.2440)  0.383
H (-4.0164, -8.0448, 2.0191)  0.561
H (-3.1083, -6.8156, 2.8577)  0.468
H (-1.7464, -6.8643, 0.5050)  0.273
H (-2.4081, -8.5089, 0.4393)  0.738
H (-0.7839, -9.2367, 1.8066)  0.495
H (-1.1903, -8.0925, 3.0813)  0.470
H (1.1594, -8.1979, 1.7948)  0.424
H (0.3841, -7.0793, 0.6766)  0.428
H (1.7385, -6.0924, 2.7321)  0.806
H (0.4552, -6.7193, 3.7258)  0.459
H (-0.8289, -5.3282, 1.6445)  0.136
H (-0.5129, -4.7500, 4.5773)  0.753
H (-1.8913, -5.3908, 3.6512)  0.179
H (-2.2964, -3.0193, 4.1523)  1.313
H (-0.4045, -1.3356, 3.2181)  0.723
H (-1.1233, -2.3929, 5.7018)  0.135
H (0.6323, -2.6378, 5.6407)  0.566
H (-0.8961, -0.0592, 5.3113)  0.391
H (1.4705, 0.9255, 5.3250)  0.485
H (2.0810, -0.6378, 4.8200)  0.295
H (0.9565, 0.2734, 3.7838)  0.316
H (1.7095, -2.2675, 2.8919)  0.571
H (1.4253, -3.6080, 4.0115)  0.469
H (1.6041, -4.2704, 1.6230)  0.478
H (0.2725, -3.3899, 1.3484)  0.603
C (-1.1401, 2.6705, 0.2729)  -0.115
C (-1.4975, 3.6705, 1.1695)  -0.941
C (-0.7409, 4.8259, 1.2530)  -0.266
C (0.3660, 4.9616, 0.4331)  -0.180
C (0.7379, 3.9735, -0.4560)  -0.270
C (-0.0237, 2.8202, -0.5357)  -0.482
N (1.1625, 6.1951, 0.4984)  1.059
O (0.8269, 7.0405, 1.3033)  -0.617
O (2.1064, 6.2955, -0.2619)  -0.613
H (-1.7345, 1.7693, 0.2063)  0.268
H (-2.3688, 3.5506, 1.7989)  0.492
H (-1.0171, 5.6057, 1.9468)  0.488
H (1.6058, 4.0873, -1.0800)  0.656
H (0.2546, 2.0413, -1.2322)  0.496
C (-5.2017, -0.9867, 9.2767)  -0.447
C (-5.2049, -2.2294, 9.8943)  -0.459
C (-4.6692, -3.3284, 9.2452)  -0.557
C (-4.1319, -3.1646, 7.9817)  0.124
C (-4.1272, -1.9334, 7.3503)  0.146
C (-4.6667, -0.8400, 8.0044)  -0.723
N (-3.5431, -4.3244, 7.3028)  1.064
O (-3.5774, -5.3919, 7.8709)  -0.600
O (-3.0427, -4.1493, 6.2005)  -0.663
H (-5.6167, -0.1292, 9.7889)  0.403
H (-5.6232, -2.3414, 10.8843)  0.391
H (-4.6720, -4.2949, 9.7262)  0.478
H (-3.7100, -1.8177, 6.3612)  0.396
H (-4.6682, 0.1284, 7.5243)  0.403
C (2.9097, 7.7451, -5.8852)  -0.498
C (1.5670, 7.5181, -5.6161)  -0.569
C (1.1873, 6.4210, -4.8633)  -0.262
C (2.1639, 5.5650, -4.3864)  0.109
C (3.5052, 5.7731, -4.6515)  -0.496
C (3.8765, 6.8715, -5.4070)  -0.377
N (1.7664, 4.4171, -3.5679)  0.945
O (0.5793, 4.2501, -3.3597)  -0.480
O (2.6449, 3.6956, -3.1292)  -0.627
H (3.2043, 8.6075, -6.4688)  0.430
H (0.8159, 8.1993, -5.9904)  0.398
H (0.1431, 6.2450, -4.6528)  0.510
H (4.2577, 5.0966, -4.2755)  0.500
H (4.9215, 7.0513, -5.6194)  0.394
C (4.8844, 12.6482, -2.9773)  -0.392
C (4.9598, 11.3895, -2.3977)  -0.710
C (5.6145, 10.3623, -3.0547)  0.000
C (6.1900, 10.6142, -4.2873)  0.033
C (6.1189, 11.8613, -4.8811)  -0.504
C (5.4600, 12.8824, -4.2189)  -0.450
N (6.9045, 9.5333, -4.9759)  1.113
O (6.9279, 8.4414, -4.4348)  -0.574
O (7.4304, 9.7852, -6.0400)  -0.622
H (4.3768, 13.4506, -2.4587)  0.384
H (4.5114, 11.2091, -1.4310)  0.408
H (5.6743, 9.3837, -2.6023)  0.484
H (6.5698, 12.0439, -5.8450)  0.470
H (5.3982, 13.8632, -4.6689)  0.393
C (4.6531, -7.8678, -3.4316)  -0.429
C (4.7199, -8.5159, -2.2051)  -0.596
C (4.1750, -7.9259, -1.0796)  -0.308
C (3.5645, -6.6891, -1.2020)  0.313
C (3.4948, -6.0267, -2.4163)  -0.205
C (4.0448, -6.6238, -3.5357)  -0.607
N (2.9698, -6.0746, -0.0206)  1.132
O (3.0490, -6.6520, 1.0405)  -0.612
O (2.4021, -4.9916, -0.1509)  -0.753
H (5.0762, -8.3349, -4.3105)  0.396
H (5.1953, -9.4831, -2.1280)  0.389
H (4.2277, -8.4300, -0.1261)  0.435
H (3.0197, -5.0607, -2.4981)  0.433
H (3.9973, -6.1215, -4.4912)  0.390
C (8.7193, 4.2600, -1.3414)  -0.462
C (8.4896, 5.3622, -2.1525)  -0.513
C (8.2849, 6.6085, -1.5854)  -0.299
C (8.3149, 6.7341, -0.2100)  0.086
C (8.5362, 5.6454, 0.6127)  -0.402
C (8.7391, 4.4014, 0.0396)  -0.404
N (8.1156, 8.0606, 0.3914)  1.037
O (7.8982, 8.9924, -0.3592)  -0.604
O (8.1770, 8.1453, 1.6016)  -0.608
H (8.8853, 3.2878, -1.7867)  0.389
H (8.4736, 5.2525, -3.2279)  0.438
H (8.1075, 7.4648, -2.2200)  0.505
H (8.5535, 5.7564, 1.6865)  0.449
H (8.9163, 3.5414, 0.6703)  0.376

=====

[2]
A molecular structure, C65H90FIN2O4PS, computed with the ωB97M-V functional and the def2-TZVPD basis.

Values from the calculation:
gap between HOMO and LUMO: 0.196 hartree
strongest force on any atom: 2.58 eV/Å
electronic energy: -110969.4477 eV
E_LUMO: -4.7 eV
charge: +1
HOMO energy: -10.078 eV

Last column: Mulliken charge in e.
Positions of all 165 atoms, in Å:
C (-5.4961, -4.1213, 1.0703)  -1.632
C (-4.3822, -3.1154, 0.8257)  0.363
C (-3.8007, -2.5218, 2.1174)  -0.227
C (-3.1394, -1.1817, 1.8063)  0.152
C (-2.0636, -0.7443, 2.8108)  -0.761
C (-0.9731, -1.7707, 3.0595)  -1.309
C (0.0910, -1.8291, 1.9534)  -0.251
C (0.7130, -3.2107, 1.8771)  -0.451
C (1.7629, -3.3638, 0.7499)  -2.677
C (1.2307, -3.9177, -0.5729)  -0.771
O (-0.0406, -3.3233, -0.7886)  0.435
C (-0.3571, -3.4771, -2.1527)  -0.108
C (-1.6673, -2.6733, -2.4298)  -0.110
F (-1.7341, -1.7105, -1.4339)  -0.370
C (-1.5805, -1.9294, -3.7642)  -0.674
C (-0.9456, -0.5466, -3.6177)  -1.411
C (-0.5656, -4.9702, -2.4905)  -1.815
N (-0.1054, -5.2711, -3.8156)  0.159
C (-1.1438, -5.3216, -4.8477)  -0.203
C (-0.4754, -5.3517, -6.2217)  -1.483
N (-0.0443, -5.9241, -1.4162)  -0.221
I (-1.6614, -6.0418, 0.0145)  0.421
C (0.0771, -7.2976, -1.9862)  -0.228
C (-1.1903, -7.9242, -2.5897)  -1.082
C (-1.7145, -9.1585, -1.8158)  -0.737
S (-3.5294, -9.0829, -1.5622)  -0.172
C (1.2058, -5.4876, -0.7210)  1.675
C (2.4789, -5.7638, -1.6020)  -1.151
C (3.1483, -7.1403, -1.5216)  -1.192
O (4.4459, -7.0584, -0.9517)  -0.355
P (1.3830, -6.2536, 1.0112)  -0.076
O (2.9877, -6.2842, 1.2650)  -0.271
O (0.9912, -7.8605, 0.9516)  -0.465
H (-5.1808, -4.9927, 1.6405)  0.297
H (-5.8315, -4.4988, 0.1041)  0.424
H (-6.3694, -3.6725, 1.5273)  0.444
H (-3.5792, -3.5933, 0.2674)  -0.597
H (-4.7961, -2.2965, 0.2388)  0.420
H (-4.6084, -2.4116, 2.8362)  0.213
H (-3.0998, -3.2590, 2.5031)  0.379
H (-3.9286, -0.4312, 1.8173)  0.450
H (-2.7576, -1.1955, 0.7894)  -0.457
H (-1.6178, 0.1840, 2.4535)  0.276
H (-2.5264, -0.5016, 3.7643)  0.252
H (-1.3473, -2.7773, 3.2288)  0.598
H (-0.4654, -1.4815, 3.9775)  0.468
H (0.8633, -1.0933, 2.1790)  0.364
H (-0.3258, -1.5280, 0.9967)  0.035
H (-0.0765, -3.9276, 1.6845)  0.244
H (1.1459, -3.4553, 2.8441)  0.768
H (2.6838, -3.8211, 1.0862)  0.162
H (2.0434, -2.3377, 0.5179)  1.010
H (1.8759, -3.5089, -1.3478)  0.689
H (0.3964, -3.0124, -2.7907)  0.534
H (-2.5613, -3.2865, -2.3227)  0.390
H (-0.9113, -2.5014, -4.4035)  0.191
H (-2.5486, -1.8122, -4.2376)  0.442
H (-1.6710, 0.1597, -3.2335)  0.331
H (-0.6571, -0.1910, -4.6005)  0.462
H (-0.0517, -0.5549, -3.0034)  0.301
H (-1.6352, -5.1113, -2.5144)  1.045
H (0.6897, -4.7102, -4.0893)  0.476
H (-1.8952, -4.5363, -4.7614)  0.272
H (-1.6777, -6.2621, -4.7482)  0.307
H (0.4815, -4.8408, -6.1997)  0.349
H (-1.1196, -4.9727, -7.0037)  0.392
H (-0.2412, -6.3846, -6.4548)  0.388
H (0.8481, -7.3462, -2.7396)  0.241
H (0.4162, -7.9762, -1.2162)  0.712
H (-2.0198, -7.2483, -2.7598)  0.244
H (-0.9225, -8.3042, -3.5704)  0.488
H (-1.5627, -10.0679, -2.3783)  0.370
H (-1.2448, -9.2511, -0.8449)  0.330
H (-3.6418, -8.7704, -0.2609)  0.102
H (2.2014, -5.5685, -2.6343)  0.489
H (3.2400, -5.0319, -1.3648)  0.705
H (3.2791, -7.4916, -2.5463)  0.752
H (2.5524, -7.9162, -1.0488)  0.094
H (5.0414, -7.5304, -1.5518)  0.265
H (3.1460, -6.3772, 2.2197)  0.308
H (1.7995, -8.3862, 0.7926)  0.353
C (6.4771, -7.4400, 1.3153)  0.363
C (7.4011, -8.2003, 0.6103)  -0.473
C (8.6159, -8.5378, 1.1905)  -0.462
C (8.9059, -8.1222, 2.4825)  -0.460
C (7.9836, -7.3661, 3.1919)  -0.536
C (6.7722, -7.0225, 2.6077)  -0.425
H (5.5313, -7.1745, 0.8607)  0.329
H (7.1759, -8.5323, -0.3968)  0.247
H (9.3369, -9.1252, 0.6367)  0.373
H (9.8513, -8.3887, 2.9366)  0.372
H (8.2095, -7.0441, 4.2004)  0.396
H (6.0552, -6.4269, 3.1609)  0.325
C (6.0908, -1.6722, 4.8889)  -0.425
C (4.7327, -1.8492, 5.1161)  -0.497
C (4.0006, -2.7088, 4.3094)  -0.558
C (4.6310, -3.3954, 3.2805)  0.636
C (5.9888, -3.2208, 3.0544)  -0.535
C (6.7192, -2.3568, 3.8571)  -0.563
H (6.6606, -1.0003, 5.5173)  0.375
H (4.2451, -1.3171, 5.9224)  0.387
H (2.9396, -2.8431, 4.4834)  0.391
H (4.0645, -4.0704, 2.6516)  0.104
H (6.4766, -3.7607, 2.2521)  0.466
H (7.7775, -2.2174, 3.6798)  0.386
C (-2.8247, 4.5898, 3.1361)  -0.371
C (-4.1819, 4.4666, 3.4022)  -0.557
C (-4.9680, 3.6170, 2.6357)  -0.518
C (-4.3900, 2.8840, 1.6091)  -0.361
C (-3.0323, 3.0039, 1.3433)  -0.433
C (-2.2501, 3.8607, 2.1041)  -0.583
H (-2.2138, 5.2551, 3.7332)  0.495
H (-4.6281, 5.0334, 4.2094)  0.547
H (-6.0265, 3.5254, 2.8420)  0.418
H (-5.0008, 2.2162, 1.0137)  0.410
H (-2.5841, 2.4285, 0.5422)  0.559
H (-1.1928, 3.9602, 1.8938)  0.398
C (-1.3697, 8.4461, 0.3540)  -0.562
C (-0.8068, 8.4291, -0.9149)  0.238
C (-1.1422, 7.4237, -1.8105)  -0.451
C (-2.0481, 6.4391, -1.4396)  -0.478
C (-2.6134, 6.4573, -0.1722)  -0.337
C (-2.2715, 7.4587, 0.7259)  -0.471
H (-1.1055, 9.2295, 1.0530)  0.367
H (-0.1056, 9.2006, -1.2058)  0.059
H (-0.6983, 7.4082, -2.7979)  0.377
H (-2.3137, 5.6569, -2.1397)  0.387
H (-3.3205, 5.6901, 0.1166)  0.463
H (-2.7094, 7.4691, 1.7160)  0.396
C (-4.9924, 2.2387, 7.4695)  -0.502
C (-4.4286, 2.2279, 6.2013)  -0.483
C (-4.7669, 1.2278, 5.2996)  -0.007
C (-5.6756, 0.2440, 5.6649)  -0.523
C (-6.2418, 0.2566, 6.9324)  -0.432
C (-5.8976, 1.2518, 7.8359)  -0.411
H (-4.7267, 3.0169, 8.1734)  0.373
H (-3.7250, 2.9989, 5.9146)  0.416
H (-4.3241, 1.2153, 4.3109)  0.460
H (-5.9434, -0.5338, 4.9600)  0.382
H (-6.9518, -0.5097, 7.2161)  0.374
H (-6.3356, 1.2594, 8.8257)  0.365
C (4.2176, 12.2504, -2.6486)  -0.385
C (3.3893, 12.6526, -3.6871)  -0.347
C (2.0934, 12.1632, -3.7713)  -0.385
C (1.6224, 11.2778, -2.8118)  -0.452
C (2.4499, 10.8781, -1.7713)  -0.166
C (3.7486, 11.3614, -1.6918)  -0.524
H (5.2292, 12.6301, -2.5847)  0.365
H (3.7550, 13.3481, -4.4321)  0.369
H (1.4490, 12.4720, -4.5847)  0.504
H (0.6092, 10.9002, -2.8763)  0.353
H (2.0832, 10.1886, -1.0210)  0.322
H (4.3951, 11.0460, -0.8830)  0.357
C (-2.0237, 16.5420, -5.7109)  -0.440
C (-1.8198, 15.8046, -4.5529)  -0.346
C (-0.5986, 15.1834, -4.3313)  -0.471
C (0.4207, 15.3069, -5.2648)  -0.030
C (0.2186, 16.0468, -6.4215)  -0.570
C (-1.0051, 16.6616, -6.6463)  -0.320
H (-2.9770, 17.0244, -5.8846)  0.355
H (-2.6135, 15.7138, -3.8223)  0.361
H (-0.4400, 14.6034, -3.4306)  0.386
H (1.3748, 14.8265, -5.0889)  0.358
H (1.0150, 16.1440, -7.1482)  0.354
H (-1.1650, 17.2350, -7.5503)  0.360